{
  "formula": "CH3NO3S",
  "method": "ωB97M-V/def2-TZVPD",
  "de_lowest_kj_mol": 280.4,
  "homo_ha": -0.3559,
  "gap_ha": 0.3773,
  "e_lumo_ev": 0.58,
  "total_energy_ev": -19550.40809,
  "smiles": "NC(=O)OOS",
  "elements": ["C", "N", "O", "O", "O", "S", "H", "H", "H"],
  "xyz": [[0.17021, 0.06777, -0.28136], [-1.03443, 0.54634, 0.07808], [0.53245, -1.03036, -0.62763], [1.01048, 1.10682, -0.00708], [2.31630, 0.72306, -0.59378], [3.20022, -0.25262, 0.28463], [-1.75940, 0.20026, -0.55030], [-1.01983, 1.51031, 0.27186], [2.75382, -1.44446, -0.28118]],
  "forces_ev_per_angstrom": [[1.1224, -0.4058, 0.7817], [-1.7104, -1.9098, -0.9727], [-0.9864, 0.7197, -0.3342], [1.6693, -0.5191, -0.5036], [-0.5515, 1.6537, -0.7674], [0.5173, -1.7922, 0.4323], [-0.0802, 0.2527, 0.6880], [-0.3544, 1.2034, 0.0619], [0.3738, 0.7974, 0.6139]]
}

{
  "formula": "C28H65BeF3N3O10S8",
  "method": "ωB97M-V/def2-TZVPD",
  "homo_ha": -0.3673,
  "charge": 1,
  "gap_ha": 0.1368,
  "e_lumo_ev": -6.27,
  "total_energy_ev": -150251.84442,
  "elements": ["Be", "C", "O", "O", "C", "F", "F", "F", "C", "C", "H", "H", "H", "H", "H", "H", "C", "S", "O", "C", "H", "H", "H", "H", "H", "H", "C", "S", "O", "C", "H", "H", "H", "H", "H", "H", "C", "S", "O", "C", "H", "H", "H", "H", "H", "H", "C", "S", "O", "C", "H", "H", "H", "H", "H", "H", "C", "S", "O", "C", "H", "H", "H", "H", "H", "H", "C", "S", "O", "C", "H", "H", "H", "H", "H", "H", "C", "S", "O", "C", "H", "H", "H", "H", "H", "H", "C", "S", "O", "C", "H", "H", "H", "H", "H", "H", "C", "C", "N", "H", "H", "H", "C", "C", "N", "H", "H", "H", "N", "C", "C", "C", "C", "H", "H", "H", "H", "H"],
  "xyz": [[-0.47681, -3.00218, 2.64952], [0.78700, 0.00746, 0.81408], [-0.35902, 0.50306, 0.12217], [0.57631, -1.33970, 1.13790], [2.06760, 0.41282, 0.16178], [3.18205, 0.34213, 0.88476], [2.24087, -0.32007, -0.96952], [2.06099, 1.68833, -0.34195], [-1.44339, 1.00309, 0.94527], [-2.58256, 1.44499, -0.01789], [-2.10475, 2.02472, -0.80764], [-3.07320, 0.52433, -0.33374], [-3.36314, 2.02186, 0.47810], [-1.23035, 1.89210, 1.53888], [-1.86497, 0.28843, 1.65211], [0.87732, 0.57792, 1.73848], [-6.15262, 2.73937, 3.21980], [-5.24016, 1.20340, 2.81769], [-6.12080, 0.14700, 3.42742], [-3.83473, 1.41522, 4.05071], [-6.59556, 2.61651, 4.20814], [-6.86660, 2.97488, 2.43058], [-5.39854, 3.51982, 3.32159], [-4.27175, 1.36543, 5.04803], [-3.35168, 2.39052, 3.99118], [-3.08646, 0.62270, 4.04058], [0.49376, 1.68948, -3.11133], [-0.97378, 1.26939, -4.14022], [-0.46456, 1.42253, -5.54580], [-1.25420, -0.50866, -3.64946], [0.11002, 1.55521, -2.09998], [0.73171, 2.75072, -3.03890], [1.40573, 1.10952, -3.25296], [-2.01629, -0.79163, -4.37557], [-1.63460, -0.48850, -2.62819], [-0.39977, -1.18369, -3.69842], [-3.13311, -3.53833, -1.42547], [-3.69127, -3.76678, 0.31869], [-2.35344, -3.69407, 1.05797], [-4.51020, -2.11751, 0.58674], [-2.64072, -2.56589, -1.42069], [-3.92422, -3.63560, -2.16896], [-2.39589, -4.32884, -1.56584], [-3.83844, -1.27594, 0.75591], [-5.27713, -2.31911, 1.33458], [-5.05585, -1.88630, -0.32808], [1.94953, -6.03930, -0.78472], [0.45986, -4.97696, -0.64018], [0.28976, -4.56891, 0.82957], [1.08526, -3.47846, -1.55458], [2.17985, -6.20344, -1.83739], [2.15774, -7.01501, -0.34571], [2.79814, -5.43549, -0.46320], [0.34359, -2.69311, -1.40880], [1.20577, -3.73268, -2.60765], [2.04167, -3.08920, -1.20551], [5.92619, 1.32036, 2.85560], [6.74706, 0.32694, 4.18483], [6.85723, -1.06749, 3.56183], [8.41696, 1.10244, 4.31753], [5.97266, 2.39178, 3.05057], [4.91456, 0.93343, 2.73314], [6.38378, 1.24117, 1.86948], [8.84656, 0.89188, 3.33813], [9.06699, 0.70454, 5.09678], [8.27003, 2.17614, 4.43449], [3.35741, -1.61497, 3.76737], [3.23847, -3.42457, 3.51032], [1.79637, -3.77823, 3.24384], [3.99719, -3.46014, 1.85142], [4.36715, -1.21053, 3.69701], [3.04327, -1.52650, 4.80737], [2.67004, -1.01852, 3.16747], [4.20057, -4.48346, 1.53590], [5.01673, -3.07578, 1.88162], [3.29552, -2.89310, 1.23968], [-0.22142, 4.82622, 0.41244], [0.26118, 4.81418, -1.30598], [-1.09130, 4.72655, -2.02998], [0.80847, 6.59920, -1.19083], [-0.79506, 5.67339, 0.78838], [0.64554, 4.68191, 1.05716], [-0.82829, 3.92194, 0.45816], [1.30685, 6.93563, -2.09996], [1.52425, 6.66008, -0.37104], [-0.04337, 7.26038, -1.03174], [-5.76745, -1.67405, -3.72935], [-5.65319, 0.10014, -3.39828], [-4.30104, 0.40174, -2.79794], [-5.65753, 0.66594, -5.17194], [-4.97024, -1.99478, -4.39993], [-6.60554, -1.94312, -4.37223], [-5.84248, -2.28368, -2.82889], [-5.85663, 1.73476, -5.24994], [-6.39899, 0.07203, -5.70637], [-4.68801, 0.45639, -5.62386], [1.93590, 2.09897, 4.69229], [2.64142, 2.76238, 3.48158], [3.22212, 3.22729, 2.60016], [2.30009, 1.08450, 4.85449], [0.95744, 2.05065, 4.21440], [1.97576, 2.68792, 5.60861], [-4.31457, 3.75196, -2.04637], [-5.39555, 3.76036, -1.05616], [-6.27306, 3.82147, -0.30239], [-4.28437, 2.82169, -2.61363], [-3.31047, 3.78919, -1.62388], [-4.22385, 4.57108, -2.75976], [4.60378, -1.83973, -2.37033], [5.46391, -2.88055, -2.22472], [4.91811, -4.03234, -2.92670], [3.70579, -3.59526, -3.45884], [3.56811, -2.26261, -3.13624], [4.68828, -0.94159, -1.91611], [6.43776, -2.71605, -1.78775], [5.31608, -5.01371, -3.13870], [3.04730, -4.22851, -4.03485], [2.74551, -1.61491, -3.40123]],
  "forces_ev_per_angstrom": [[2.5835, 0.0825, -4.1215], [-3.2725, -0.7451, 3.2586], [0.1938, 0.6533, 0.3038], [0.7173, -0.4212, 0.2806], [0.7392, 0.6981, -3.7722], [-0.3712, -0.6361, 0.5761], [0.4219, -0.6732, 0.2118], [-0.5878, -0.4444, 1.1464], [-0.9134, 0.6528, -0.8439], [0.9028, -1.0037, 0.7604], [-0.4078, -0.1810, -0.2896], [0.0373, 0.2874, -0.8156], [0.2432, 0.1830, 0.1672], [1.0251, 0.0600, 0.0586], [0.4058, -0.6053, -0.0322], [-0.2042, 0.4275, 0.6417], [1.1734, 0.0605, 0.1636], [-0.4533, -0.0913, 1.5106], [0.7074, -0.0342, -0.6218], [-0.6414, 0.3538, 0.3233], [-0.1932, -0.3149, -0.1892], [0.1172, -0.1520, 0.1017], [-0.1351, 0.2836, -0.3331], [-0.3797, -0.0233, -0.0473], [0.0294, -0.0108, -0.4175], [-0.1769, -0.0991, -0.6271], [-0.9673, -0.2005, 1.2553], [1.6177, 0.7737, -0.2479], [-0.6907, -0.7810, 0.5456], [0.4718, 0.7627, -0.3494], [0.1533, -0.5920, 0.3069], [-0.2448, 0.0526, -1.0910], [-0.3069, -0.1887, -0.3444], [-0.0769, -0.2185, 0.2613], [-0.2335, 0.1143, -0.1107], [0.2157, 0.2559, -0.2523], [0.1542, -0.0633, 0.9582], [0.6185, 1.5812, -0.1907], [0.2533, 0.1273, 0.7952], [-0.5621, -1.1515, -0.8061], [-0.0708, 0.0107, -0.3028], [-0.0872, 0.1399, 0.2695], [-0.0282, 0.0057, -0.0246], [0.2318, -0.4412, 0.3618], [0.3467, 0.4694, 0.3666], [-0.0196, -0.0664, -0.1691], [1.5691, 0.9388, -0.4691], [-0.0446, 0.5766, 0.9117], [0.4503, -0.0613, -0.3864], [-0.0269, -0.6555, 0.4682], [-0.5347, 0.2590, -0.3426], [-1.4085, 0.0417, 0.6024], [-0.0314, 0.2964, 0.1874], [-0.1976, -0.2020, 0.0572], [-0.2512, -0.1233, 0.1109], [-0.0494, -0.3870, 0.3287], [0.9813, 0.2564, -0.0831], [-0.4093, -1.0025, -0.6037], [0.1294, 1.4523, 0.6807], [-0.6244, -0.1390, -1.3200], [-0.4523, -0.0726, 0.4916], [0.0433, 0.1959, 0.4430], [0.4864, -0.5732, 0.1302], [0.3223, 0.1599, 0.0382], [-0.5627, -0.2293, 0.0783], [-0.0019, -0.0385, 0.0830], [-0.4844, -0.1574, 0.7944], [0.9463, 0.8569, -1.1049], [-2.0266, 0.3517, 0.2746], [0.3096, -0.2031, 0.5809], [0.1987, -0.5564, -0.1730], [0.0085, 0.1755, 0.1295], [-0.0731, -0.4691, -0.4325], [-0.8415, -0.1491, 0.0060], [-0.1718, 0.7491, 0.2384], [0.2407, -0.1464, -0.3184], [0.0783, -1.0931, 0.7247], [-1.8749, 1.8487, -0.3531], [1.9250, 0.1240, 0.6489], [0.0884, -0.3873, -0.7100], [-0.0113, 0.1458, -0.6025], [0.1620, -0.0264, -0.0644], [-0.1238, 0.0026, 0.3053], [-0.0220, -0.3057, -0.0854], [-0.0878, -0.0591, 0.0489], [-0.1461, -0.3191, 0.1846], [0.1590, -0.4680, -1.1431], [0.0213, 0.6499, -0.2547], [-0.6789, -0.5374, -0.5321], [0.3382, -0.6859, 0.4386], [0.6966, 0.0463, 0.5039], [-0.6334, 0.5446, 0.3586], [0.2182, 0.3524, 0.0660], [-0.1152, -0.1614, 0.2946], [-0.1918, 0.2243, 0.0853], [0.1472, -0.0265, 0.2054], [0.4785, 0.8234, -2.6170], [0.4908, -0.6041, 1.7431], [-0.6096, -0.2300, 0.3856], [0.1693, 0.1902, -0.1054], [-0.5717, -0.2346, 0.9665], [-0.0546, 0.0887, -0.3691], [1.0545, -0.4273, -0.3272], [-0.4607, 0.6109, 0.0690], [1.0073, -0.2811, -0.6270], [-0.3902, -0.1116, 0.0514], [-0.1420, -0.0070, 0.6769], [-0.9491, 0.2331, 0.1798], [0.0104, -0.8516, -0.3397], [0.1831, -2.4194, -0.9674], [1.1746, 2.2513, 1.4084], [0.1624, 0.5261, -0.0905], [-1.5825, 0.2403, -0.5421], [-0.0355, -0.1789, -0.2873], [-0.1429, -0.2105, 0.1463], [0.4233, 0.2018, 0.4550], [-0.1143, 0.3397, -0.1182], [0.1203, 0.1400, 0.1626]]
}

Repeat the first record exactly.
{
  "formula": "CH3NO3S",
  "method": "ωB97M-V/def2-TZVPD",
  "de_lowest_kj_mol": 280.4,
  "homo_ha": -0.3559,
  "gap_ha": 0.3773,
  "e_lumo_ev": 0.58,
  "total_energy_ev": -19550.40809,
  "smiles": "NC(=O)OOS",
  "elements": ["C", "N", "O", "O", "O", "S", "H", "H", "H"],
  "xyz": [[0.17021, 0.06777, -0.28136], [-1.03443, 0.54634, 0.07808], [0.53245, -1.03036, -0.62763], [1.01048, 1.10682, -0.00708], [2.31630, 0.72306, -0.59378], [3.20022, -0.25262, 0.28463], [-1.75940, 0.20026, -0.55030], [-1.01983, 1.51031, 0.27186], [2.75382, -1.44446, -0.28118]],
  "forces_ev_per_angstrom": [[1.1224, -0.4058, 0.7817], [-1.7104, -1.9098, -0.9727], [-0.9864, 0.7197, -0.3342], [1.6693, -0.5191, -0.5036], [-0.5515, 1.6537, -0.7674], [0.5173, -1.7922, 0.4323], [-0.0802, 0.2527, 0.6880], [-0.3544, 1.2034, 0.0619], [0.3738, 0.7974, 0.6139]]
}